77
Properties=species:S:1:pos:R:3:mulliken_charge:R:1 method="wB97M-V/def2-TZVPD" e_lumo_ha=-0.093 homo_energy_ev=-4.81 gap_ev=2.278 total_charge=-1
C 4.48 0.75 -1.52 -0.999
C 3.11 0.60 -2.20 0.376
Br 3.49 0.47 -4.13 -0.032
C 2.26 -0.63 -1.85 -1.643
C 0.79 -0.33 -2.09 1.053
C 0.39 0.56 -3.27 -1.439
N 0.43 1.96 -2.81 -0.262
C 0.20 1.91 -1.45 -0.056
O 0.17 2.75 -0.67 -0.441
C -0.03 0.42 -1.00 -0.287
Cl 0.30 0.01 0.73 -0.174
H 4.91 -0.16 -1.15 0.458
H 4.44 1.52 -0.75 -0.388
H 5.14 1.14 -2.27 0.425
H 2.56 1.50 -1.99 -0.046
H 2.48 -0.96 -0.84 0.377
H 2.54 -1.45 -2.50 0.554
H 0.25 -1.26 -2.31 0.930
H -0.67 0.36 -3.35 0.512
H 0.77 0.36 -4.25 0.439
H 1.31 2.41 -2.96 0.401
H -1.06 0.19 -1.30 0.475
Mg -1.10 -1.98 -0.41 0.799
C -3.88 -1.13 -4.55 -1.007
C -3.38 -1.11 -3.09 0.659
O -2.11 -1.23 -2.95 -0.593
O -4.22 -0.98 -2.21 -0.605
H -3.06 -1.25 -5.24 0.331
H -4.57 -1.96 -4.68 0.318
H -4.39 -0.20 -4.77 0.358
N -0.68 6.08 -0.46 0.934
O -1.31 5.78 0.58 -0.632
O 0.47 6.58 -0.38 -0.683
O -1.18 5.85 -1.58 -0.605
O -4.06 -1.70 -7.31 -0.320
P -4.83 -1.59 -8.62 0.799
O -6.19 -0.96 -8.33 -0.491
O -4.95 -2.99 -9.20 -0.508
O -4.12 -0.70 -9.64 -0.504
N 6.35 0.56 0.84 -0.124
C 7.62 0.96 0.87 -0.247
C 8.30 1.29 2.03 -0.556
C 7.62 1.21 3.23 -0.229
C 6.30 0.80 3.22 -0.658
C 5.71 0.49 2.01 -0.514
H 8.11 1.01 -0.10 0.394
H 9.33 1.60 1.99 0.385
H 8.12 1.46 4.16 0.402
H 5.74 0.72 4.14 0.484
H 4.67 0.15 1.96 0.685
C 2.35 -0.20 6.15 -0.425
O 3.56 -0.23 6.15 -0.588
N 1.59 0.86 6.34 0.040
C 0.13 0.82 6.33 -0.732
C 2.25 2.14 6.59 -0.921
H 1.78 -1.10 5.98 0.920
H -0.25 1.48 5.55 0.349
H -0.25 1.15 7.30 0.337
H -0.24 -0.19 6.14 0.143
H 2.88 2.39 5.74 0.268
H 2.87 2.06 7.48 0.311
H 1.50 2.92 6.73 0.393
C -5.49 -3.12 -0.32 -0.704
C -5.49 -3.22 1.18 0.623
O -4.44 -3.42 1.81 -0.735
N -6.65 -3.09 1.88 -0.091
C -8.01 -2.84 1.41 -0.983
H -4.48 -3.23 -0.69 0.048
H -6.15 -3.97 -0.80 0.224
H -5.86 -2.14 -0.62 0.359
H -6.51 -3.18 2.87 0.209
H -8.34 -1.89 1.88 0.272
H -8.67 -3.64 1.73 0.296
H -8.06 -2.73 0.36 0.437
Ca 1.28 -2.42 5.16 0.114
Na 3.88 2.63 0.51 0.940
Cl -7.75 -4.70 -0.38 -0.612

76
Properties=species:S:1:pos:R:3:mulliken_charge:R:1 method="wB97M-V/def2-TZVPD" e_lumo_ha=-0.183 relative_energy_kcal_mol=0.0 homo_energy_ev=-12.38 gap_ev=7.406 total_charge=+1
O 0.87 0.74 -0.08 0.011
N 0.61 1.62 0.55 0.377
O -0.02 2.81 -0.37 -0.243
P -1.47 2.63 -0.87 0.437
O -2.05 4.09 -0.90 -0.481
P -2.65 1.33 0.56 0.416
O -4.15 1.72 0.12 -0.430
Br -2.38 -0.58 -0.41 0.055
H -1.43 2.19 -2.20 0.136
H -2.83 4.20 -1.47 0.385
H -4.30 2.65 -0.04 0.307
C 2.50 -2.55 -0.41 -1.266
C 1.44 -3.17 0.45 0.535
C 1.47 -4.69 0.48 -0.488
O 0.08 -5.00 0.76 -0.338
C -0.67 -3.99 0.29 0.509
O -1.85 -4.01 0.18 -0.522
O 0.11 -2.94 -0.06 -0.227
H 3.48 -2.72 0.02 0.346
H 2.49 -2.98 -1.42 0.366
H 2.35 -1.48 -0.52 0.215
H 1.47 -2.76 1.46 0.237
H 2.11 -5.10 1.25 0.326
H 1.74 -5.12 -0.48 0.309
C -7.49 -2.89 -3.09 -1.448
C -6.30 -2.17 -3.67 0.543
C -5.00 -2.33 -2.92 -0.509
O -4.31 -1.11 -3.25 -0.257
C -5.25 -0.17 -3.51 0.617
O -5.02 0.99 -3.63 -0.570
O -6.47 -0.74 -3.61 -0.345
H -7.36 -3.97 -3.19 0.384
H -7.61 -2.64 -2.04 0.348
H -8.40 -2.60 -3.61 0.365
H -6.17 -2.44 -4.73 0.266
H -4.41 -3.19 -3.23 0.308
H -5.15 -2.37 -1.84 0.287
C 6.72 -2.76 -4.49 -1.449
C 6.46 -2.80 -3.00 0.561
C 7.63 -3.25 -2.15 -0.519
O 6.96 -3.83 -1.01 -0.317
C 5.75 -4.26 -1.42 0.679
O 5.02 -4.94 -0.78 -0.529
O 5.48 -3.81 -2.67 -0.356
H 7.43 -1.96 -4.72 0.386
H 7.12 -3.71 -4.84 0.355
H 5.79 -2.57 -5.03 0.359
H 6.08 -1.84 -2.65 0.225
H 8.28 -2.45 -1.83 0.307
H 8.22 -4.03 -2.63 0.319
C 2.70 4.67 -0.07 -1.120
C 2.81 5.63 1.09 0.494
C 3.42 6.98 0.76 -0.500
O 4.00 7.35 2.02 -0.326
C 4.30 6.22 2.69 0.631
O 4.95 6.16 3.68 -0.498
O 3.75 5.14 2.06 -0.357
H 1.95 5.02 -0.78 0.360
H 3.65 4.56 -0.58 0.376
H 2.40 3.69 0.29 0.069
H 1.85 5.75 1.58 0.243
H 2.69 7.73 0.45 0.312
H 4.21 6.91 0.01 0.321
C -5.13 1.99 5.59 -1.445
C -4.11 0.95 5.19 0.496
C -3.01 0.69 6.20 -0.520
O -1.93 0.26 5.36 -0.325
C -2.10 0.81 4.15 0.627
O -1.29 0.80 3.28 -0.499
O -3.32 1.39 4.06 -0.317
H -5.73 1.63 6.41 0.391
H -4.64 2.92 5.89 0.355
H -5.78 2.22 4.75 0.354
H -4.60 0.02 4.91 0.270
H -3.26 -0.09 6.92 0.308
H -2.70 1.59 6.73 0.315

71
Properties=species:S:1:pos:R:3:mulliken_charge:R:1 method="wB97M-V/def2-TZVPD" e_lumo_ha=-0.184 homo_energy_ev=-11.51 gap_ev=6.510 total_charge=+1
C 0.94 -1.93 3.25 -0.514
C 0.67 -0.34 3.54 0.599
O 1.71 0.42 3.99 -0.520
O -0.60 0.38 3.32 -0.303
C -0.79 0.42 1.83 -0.297
N -2.10 -0.20 1.37 0.062
C -2.03 -1.71 1.27 -0.295
N -1.40 -2.28 -0.01 -0.440
N -2.52 -2.50 2.27 0.346
Cl -2.40 -4.23 2.02 0.067
C -3.13 -2.04 3.58 -0.769
C -4.71 -1.63 3.50 0.118
C -5.00 -0.14 2.84 -0.688
C -5.69 -2.80 2.84 -0.808
H 0.46 -2.63 4.08 0.277
H 0.58 -2.29 2.20 -0.001
H 2.11 -2.10 3.32 0.336
H -0.88 1.59 1.58 0.340
H 0.16 0.05 1.26 0.062
H -2.44 0.24 0.49 0.398
H -2.07 -2.92 -0.50 0.333
H -0.48 -2.72 0.18 0.317
H -2.52 -1.18 4.12 0.269
H -3.07 -2.98 4.32 0.463
H -5.08 -1.54 4.64 0.366
H -4.87 -0.27 1.66 0.111
H -4.07 0.53 3.17 0.202
H -6.03 0.33 3.14 0.277
H -5.99 -3.50 3.74 0.308
H -5.19 -3.37 1.95 0.232
H -6.67 -2.24 2.47 0.134
C 2.58 1.61 -0.19 0.248
C 3.73 1.16 0.65 -0.303
O 4.14 -0.04 0.03 -0.323
C 3.73 0.02 -1.27 0.678
O 4.06 -0.76 -2.14 -0.637
O 2.90 1.09 -1.47 -0.343
H 2.50 2.70 -0.23 0.363
H 1.63 1.18 0.14 -0.242
H 4.56 1.87 0.64 0.273
H 3.44 0.97 1.69 0.253
C 7.78 -1.26 -3.66 -0.407
C 6.88 -0.18 -3.15 1.109
O 7.71 0.52 -2.24 -0.315
C 9.00 0.28 -2.60 0.605
O 9.97 0.86 -2.13 -0.579
O 9.07 -0.70 -3.55 -0.322
H 7.56 -1.54 -4.69 0.307
H 7.74 -2.17 -3.04 0.287
H 6.57 0.51 -3.95 -0.590
H 5.99 -0.57 -2.66 0.023
C 5.04 4.00 -6.03 -0.299
C 6.49 3.90 -5.67 -0.321
O 6.64 2.54 -5.30 -0.302
C 5.64 1.85 -5.91 0.621
O 5.56 0.63 -5.95 -0.547
O 4.73 2.70 -6.48 -0.311
H 4.86 4.74 -6.82 0.296
H 4.41 4.24 -5.17 0.243
H 7.15 4.11 -6.52 0.268
H 6.76 4.56 -4.85 0.294
C -9.73 1.18 2.17 -0.324
C -10.49 0.22 1.32 -0.353
O -9.53 -0.22 0.38 -0.310
C -8.30 -0.04 0.96 0.591
O -7.26 -0.47 0.50 -0.503
O -8.40 0.68 2.11 -0.246
H -10.09 1.19 3.21 0.303
H -9.74 2.20 1.78 0.276
H -10.86 -0.64 1.88 0.260
H -11.33 0.70 0.81 0.299

no.,E_tot (eV)
1,-185956.4058
2,-150281.6819
3,-66919.3921